{"formula": "C35H32Br2MnN3OPSSi", "method": "wB97M-V/def2-TZVPD", "elements": ["Br", "Br", "Mn", "S", "P", "Si", "O", "N", "N", "N", "C", "C", "C", "C", "C", "C", "C", "C", "C", "C", "C", "C", "C", "C", "C", "C", "C", "C", "C", "C", "C", "C", "C", "C", "C", "C", "C", "C", "C", "C", "C", "C", "C", "C", "C", "H", "H", "H", "H", "H", "H", "H", "H", "H", "H", "H", "H", "H", "H", "H", "H", "H", "H", "H", "H", "H", "H", "H", "H", "H", "H", "H", "H", "H", "H", "H", "H"], "positions_angstrom": [[4.516269, -6.052406, 1.702817], [1.660587, -2.171454, 4.606614], [1.190949, -0.136651, 0.210487], [0.333648, 0.494647, -1.760494], [-0.129091, 1.495185, 1.197040], [-2.035735, -0.959506, -4.019515], [1.604360, -0.807605, 1.801823], [-0.296600, -1.363300, -0.233614], [2.564013, 1.369593, 0.013404], [2.473115, -1.669056, -0.446168], [-2.213804, 2.648023, -0.283610], [1.006398, 1.552347, 3.695697], [2.722246, -2.476405, 0.617955], [2.470904, 5.105209, 0.104675], [0.836833, 2.955796, 0.761176], [3.425073, -3.683196, 0.523839], [-1.390091, 1.629138, 5.092301], [2.373463, -2.755199, 2.988258], [-1.804491, 1.611549, 0.551150], [1.015990, 1.628642, 5.076297], [3.632266, -3.229323, -1.825721], [-1.843113, -3.119048, -0.388588], [2.911239, -2.044846, -1.636027], [-0.866225, -2.442641, 0.307907], [-0.471085, -1.105553, -5.022915], [3.891068, -4.047354, -0.754120], [-3.375322, -2.078717, -4.651174], [3.590770, -4.426527, 1.731041], [3.076062, -3.973541, 2.917949], [-3.512162, 2.667976, -0.771827], [-0.184592, 1.661226, 5.776156], [-4.398402, 1.652608, -0.442276], [-2.617692, 0.805091, -3.906745], [-2.197685, -2.671865, -1.660558], [1.234602, 5.328930, 0.699596], [2.204445, -2.000483, 1.846139], [-0.205145, 1.516164, 3.001094], [-2.692298, 0.579506, 0.864276], [-0.642704, -0.938761, -1.456675], [2.908349, 3.812314, -0.137672], [2.088870, 2.748394, 0.199732], [-1.406033, 1.561709, 3.705444], [0.423155, 4.258856, 1.035500], [-1.597376, -1.559883, -2.254407], [-3.986408, 0.603628, 0.369961], [-0.178050, 1.725299, 6.856294], [-1.824223, 1.482747, -3.584182], [2.673219, -1.394078, -2.469086], [4.443436, -4.968559, -0.883140], [-1.527217, 3.435612, -0.564048], [0.327532, -0.482596, -4.613819], [0.907893, 6.339275, 0.904670], [-3.633806, -1.790495, -5.672716], [-2.958647, 1.140935, -4.889375], [-2.324256, 1.671647, 5.636013], [-3.452662, 0.903391, -3.210916], [-2.962612, -3.212880, -2.205446], [-0.644543, -0.778417, -6.050346], [3.104600, 5.941347, -0.158686], [1.947570, 1.535848, 3.158257], [-3.061572, -3.124758, -4.681784], [-2.381075, -0.235442, 1.508143], [-3.830007, 3.479140, -1.413368], [1.957344, 1.667393, 5.608571], [-4.675503, -0.190431, 0.626544], [-2.322280, -3.981299, 0.053322], [-0.542949, -2.731492, 1.300538], [-0.533581, 4.430774, 1.513600], [-4.287832, -2.007050, -4.055130], [3.884133, 3.637993, -0.576264], [-2.352930, 1.566616, 3.184296], [-0.120181, -2.139310, -5.059709], [3.022967, 1.292771, -0.892310], [3.206252, -4.554785, 3.820031], [3.970886, -3.488071, -2.818631], [3.291948, 1.178332, 0.701852], [-5.412475, 1.677334, -0.819398]], "forces_ev_per_a": [[0.00, 0.00, 0.00], [-0.01, 0.00, 0.03], [-0.03, 0.06, 0.06], [0.05, 0.03, -0.04], [0.03, 0.00, -0.01], [0.02, 0.00, 0.01], [0.00, -0.03, 0.02], [-0.02, -0.01, -0.04], [-0.03, 0.03, 0.02], [-0.02, -0.02, -0.06], [0.00, 0.00, -0.01], [-0.01, 0.00, 0.00], [-0.02, 0.06, -0.01], [0.00, 0.02, 0.00], [-0.05, -0.01, 0.02], [0.00, 0.01, 0.00], [0.01, 0.00, 0.00], [-0.04, 0.05, -0.01], [0.02, -0.02, 0.00], [0.01, 0.00, -0.01], [0.01, -0.01, -0.02], [-0.04, -0.03, -0.03], [-0.02, 0.02, 0.05], [0.03, 0.03, 0.04], [0.02, -0.01, -0.02], [0.01, -0.02, 0.00], [-0.02, -0.05, -0.02], [0.02, -0.04, -0.01], [0.00, -0.01, 0.01], [0.00, 0.00, -0.01], [-0.01, 0.00, 0.00], [0.01, 0.00, 0.00], [0.01, 0.05, -0.01], [0.01, 0.00, -0.03], [0.00, 0.00, 0.01], [0.04, -0.04, -0.04], [0.02, -0.01, 0.01], [-0.02, 0.01, 0.00], [-0.02, -0.09, 0.09], [0.03, -0.01, -0.02], [0.00, -0.01, -0.01], [0.00, 0.00, 0.00], [0.01, 0.01, -0.01], [0.01, 0.05, 0.04], [0.01, -0.01, 0.01], [0.00, 0.00, -0.01], [-0.03, 0.00, 0.00], [-0.01, 0.00, 0.00], [0.00, 0.00, 0.00], [0.00, 0.01, 0.01], [0.01, -0.01, -0.01], [0.00, -0.01, 0.00], [0.00, -0.01, 0.01], [0.01, 0.00, 0.02], [0.00, 0.00, -0.01], [0.00, 0.00, 0.00], [0.01, 0.01, 0.01], [0.00, -0.01, 0.01], [-0.01, -0.01, 0.00], [0.00, 0.00, 0.01], [-0.02, 0.02, -0.01], [0.00, 0.00, 0.00], [0.00, 0.00, 0.01], [-0.01, 0.00, -0.01], [0.00, 0.01, 0.00], [0.01, 0.01, 0.00], [0.01, 0.00, -0.01], [0.00, 0.00, -0.01], [0.01, -0.01, 0.00], [-0.01, 0.00, 0.01], [0.00, 0.00, 0.00], [0.00, 0.01, 0.00], [0.01, -0.01, -0.03], [0.00, 0.00, 0.00], [0.00, 0.00, 0.01], [0.03, 0.00, 0.03], [0.01, 0.00, 0.00]], "lowdin_spin": [0.016, 0.015, 0.765, 0.034, -0.020, 0.000, 0.118, -0.007, -0.004, -0.001, -0.001, -0.002, 0.007, 0.000, -0.002, 0.000, 0.000, 0.040, -0.001, 0.000, -0.003, 0.002, 0.004, -0.002, 0.000, 0.007, 0.000, 0.042, -0.007, 0.000, -0.002, -0.001, 0.000, -0.001, 0.000, 0.006, -0.003, -0.001, 0.002, 0.000, 0.000, -0.002, -0.001, 0.002, 0.000, 0.000, 0.000, 0.000, 0.001, 0.000, 0.000, 0.000, 0.000, 0.000, 0.000, 0.000, 0.000, 0.000, 0.000, 0.000, 0.000, 0.000, 0.000, 0.000, 0.000, 0.000, 0.000, 0.000, 0.000, 0.000, 0.000, 0.000, 0.000, -0.001, 0.000, 0.000, 0.000], "total_energy_ha": -8920.08056, "homo_energy_ev": [-13.757, -13.786], "mol_weight_g_mol": 816.534, "total_charge": 2, "e_lumo_ev": [-7.85, -8.22], "orbital_gap_ev": [5.9042, 5.5696], "spin_multiplicity": 2}